(1)
Molecular formula: C14H31CuGeN2O3S2SeSi
Method: DFT, wB97M-V/def2-TZVPD

The calculation puts the orbital gap at 0.15952 hartree. As for the charge: -2. The value obtained for the strongest force on any atom is 0.67 eV/A. The HOMO energy comes out at -0.2 eV. As for the spin multiplicity: 1.

Geometry as XYZ:
```
56
Properties=species:S:1:pos:R:3:lowdin_charge:R:1
H -3.527 -5.681 1.865 0.0069
H 2.214 1.447 -1.779 -0.0357
H 1.074 5.881 4.627 0.0720
H -4.409 -0.211 1.716 0.0087
H 2.794 4.488 3.553 0.0978
C -1.542 0.245 -2.398 -0.2119
H 0.202 -2.489 -2.681 0.0125
Se -2.203 -1.249 0.976 0.8317
H -2.070 -0.539 -2.951 0.0134
H -4.606 -4.309 2.163 0.0042
C -0.299 3.119 3.581 -0.0306
H -2.001 -3.895 5.553 0.0113
C 2.144 2.761 2.457 -0.1029
H 1.782 0.001 -4.532 0.0068
S 1.143 -1.529 1.754 0.2713
C 1.195 1.220 -1.438 -0.3327
H -0.484 5.367 4.832 0.0717
O 3.511 -0.066 1.115 -0.4883
C 0.711 -1.779 -2.017 -0.2064
S 3.230 -1.491 1.439 0.0758
H 0.417 -1.964 -0.981 -0.0307
C -2.057 -1.890 2.818 -0.6418
Si 0.343 0.003 -2.477 0.3411
C -0.016 2.080 2.707 -0.1139
H -1.824 1.216 -2.821 0.0103
H 1.788 -1.969 -2.043 0.0273
H 0.637 2.171 -1.440 -0.0493
H 0.408 1.092 -4.747 0.0009
C -0.525 -4.698 2.604 -0.2270
H -0.769 1.346 2.439 0.0929
H -2.879 -5.317 4.976 0.0043
H -3.456 -4.262 0.808 0.0067
H 3.106 2.551 2.000 0.1158
Ge -2.218 -3.833 2.998 0.7256
O 3.510 -2.362 0.303 -0.4513
N 1.172 1.912 2.139 0.0265
H -1.289 3.214 4.011 0.0977
H 0.123 -4.676 3.481 0.0224
C 1.965 3.828 3.324 -0.0315
Cu 1.478 0.541 0.480 -0.0067
C 0.708 0.114 -4.355 -0.2263
H -0.687 -5.736 2.303 0.0087
O 3.889 -1.901 2.675 -0.4681
H -1.044 -1.622 3.130 -0.0618
C -3.603 -4.592 1.837 -0.2443
H -2.763 -1.335 3.441 0.0101
C 0.710 4.025 3.889 -0.3439
N 0.481 5.082 4.789 0.0698
C -4.129 -0.982 0.996 -0.4430
H -4.420 -0.652 -0.001 0.0064
H 0.003 -4.158 1.816 -0.0166
C -2.758 -4.239 4.846 -0.2422
H -4.662 -1.903 1.228 -0.0050
H -3.705 -3.754 5.094 0.0037
H -1.883 0.228 -1.359 -0.0431
H 0.188 -0.663 -4.926 0.0004
```


(2)
Molecular formula: C18H36Br18
Method: DFT, wB97M-V/def2-TZVPD

The calculation puts the orbital gap at 0.35069 hartree. As for the charge: 0. The calculation puts the energy above the lowest of the compared OMol25 structures with the same formula, charge and spin at 1.581 eV. The value obtained for the strongest force on any atom is 2.83 eV/A. The HOMO energy comes out at -9.4 eV. As for the spin multiplicity: 1.

Geometry as XYZ:
```
72
Properties=species:S:1:pos:R:3:lowdin_charge:R:1
H -1.179 1.550 -1.202 -0.0008
H 0.258 0.999 -0.305 -0.0289
H -2.478 -0.419 -0.557 0.0595
C 2.462 -3.961 0.631 -0.6715
H 0.889 2.051 -5.203 0.0399
H 0.646 -3.729 5.561 0.0622
H -4.993 4.443 -1.350 0.0561
C 1.248 3.211 -3.398 -0.6632
C 2.321 2.673 3.292 -0.6755
C -2.556 -2.482 -4.154 -0.7186
H 0.368 2.520 2.399 0.0099
H -4.169 1.759 -0.124 0.0405
H -6.089 3.123 -1.253 0.0574
Br 3.352 0.829 -0.761 0.5679
H 2.441 3.752 3.329 0.0563
C -4.176 2.838 -0.200 -0.7382
H -1.945 -1.593 -4.007 -0.0031
H 5.773 0.157 -3.655 0.0632
C -1.494 -0.315 -0.127 -0.6292
H 3.358 -3.937 0.019 0.0555
H -1.565 -3.583 -5.706 0.0413
Br 2.270 -6.748 0.752 0.6439
H 1.521 2.880 -2.398 -0.0139
Br -1.738 0.278 1.710 0.9015
Br 4.181 -1.650 -3.167 0.6178
Br 0.032 -0.176 -2.451 0.6764
C -1.999 1.412 4.005 -0.9407
Br -1.928 -3.791 -2.881 0.6108
Br 1.463 -1.389 6.125 0.6287
H 2.715 -3.987 1.678 0.0429
C 4.848 0.171 -3.094 -0.6976
H -2.682 1.211 3.191 -0.1090
H -3.422 1.234 5.616 0.0545
H -0.648 -2.546 5.777 -0.0186
C -2.500 0.789 5.268 -0.6752
C 1.547 -5.061 0.163 -0.7307
H 1.652 4.211 -3.495 0.0359
C 5.058 0.619 -1.700 -0.6370
C 0.358 -2.442 3.843 -0.7887
Br -2.789 -1.093 4.956 0.7217
Br -1.957 3.304 4.272 0.6737
H 5.655 -0.052 -1.101 0.0550
C 0.315 -2.729 5.313 -0.7025
H 5.478 1.621 -1.691 0.0646
H -3.159 3.200 -0.320 0.0518
Br 3.165 3.010 -5.529 0.6363
C 1.398 2.234 2.196 -0.7197
Br 1.595 -2.251 0.310 0.6485
H 3.313 2.243 3.234 0.0596
H 4.108 0.794 -3.577 0.0016
H 0.562 -5.011 0.606 -0.0088
Br -4.378 2.742 -3.008 0.6314
H 1.467 -5.109 -0.914 0.0559
Br -4.822 3.508 1.486 0.6612
C -5.030 3.356 -1.304 -0.7300
H 1.376 -2.631 3.487 0.0310
H -1.017 -1.282 -0.031 -0.0159
H -2.496 -2.169 -6.273 0.0566
Br -0.705 3.434 -3.305 0.6090
Br -0.690 -3.680 2.830 0.6809
H 1.367 1.145 2.121 0.0514
Br -3.935 -4.158 -6.028 0.6093
C 1.682 2.273 -4.503 -0.7076
H -3.560 -2.242 -3.825 0.0469
H 0.171 -1.416 3.554 0.0139
Br 1.581 2.108 4.987 0.6530
Br 1.919 3.004 0.516 0.6554
C -2.455 -2.988 -5.565 -0.6987
C -0.628 0.691 -0.842 -0.6731
H -0.980 1.103 3.824 -0.0482
H 2.013 1.318 -4.108 -0.0012
H -1.766 0.826 6.064 0.0552
```


(3)
Molecular formula: C15H19BBr2F4N3O
Method: DFT, wB97M-V/def2-TZVPD

The calculation puts the orbital gap at 0.26810 hartree. As for the charge: +1. The value obtained for the strongest force on any atom is 0.50 eV/A. The HOMO energy comes out at -11.1 eV. As for the spin multiplicity: 1.

Geometry as XYZ:
```
45
Properties=species:S:1:pos:R:3:lowdin_charge:R:1
C -1.714 -0.447 2.293 -0.1876
O -2.211 0.565 -2.035 0.0853
H 0.545 -1.442 -1.660 0.0701
B -1.885 -0.652 -1.419 -0.4438
N -2.222 -0.482 1.027 0.1931
H -1.938 -1.849 -3.298 0.0541
H -1.577 0.938 -3.854 0.0883
C 3.305 1.106 -2.716 -0.9621
H 0.131 1.159 -1.483 0.1182
H 1.671 1.207 -0.679 0.1433
N 0.552 -0.701 1.490 0.2166
F 2.382 1.294 2.719 -0.0657
C 1.098 0.661 -1.431 -0.1535
C 0.182 -0.486 3.847 -0.1664
H -1.359 -2.764 -1.878 0.0792
H 1.907 -1.172 -0.593 0.0965
H -2.081 0.363 -5.353 0.1553
C 1.667 -0.530 4.098 -0.1212
H -0.733 1.337 -5.246 0.1132
C -2.590 -0.303 3.379 -0.0173
C 0.044 -0.715 0.295 -0.2273
F 1.283 2.089 -3.270 -0.0191
H -3.048 -2.370 -2.056 0.0901
H -3.651 -0.221 3.198 0.1163
H 1.842 -0.942 5.090 0.1224
N -1.665 1.155 -4.863 0.3100
H -2.249 1.984 -4.984 0.1614
H 1.648 1.569 4.561 0.1214
F 3.545 2.138 -1.896 0.0796
H 2.121 -1.154 3.332 0.1135
C -0.708 -0.348 4.873 -0.0176
H -0.337 -0.289 5.887 0.1209
C -1.356 -0.609 0.057 -0.1225
H 3.293 0.864 4.456 0.1179
C 1.773 0.898 -2.768 -0.7753
H -3.042 0.428 -2.511 0.1104
Br 1.329 -0.450 -4.102 0.8664
Br 4.279 -0.445 -2.135 0.8882
C -2.094 -0.250 4.642 -0.0542
H -2.764 -0.126 5.479 0.1109
C 0.948 -0.770 -0.904 -0.1465
C -2.035 -1.986 -2.220 0.0118
C 2.287 0.855 4.042 -0.1819
C -0.319 -0.547 2.525 -0.1330
F 3.742 1.438 -3.938 0.0406
```


(4)
Molecular formula: C2HO2S2
Method: DFT, wB97M-V/def2-TZVPD

The calculation puts the orbital gap at 0.22733 hartree. As for the charge: -1. The calculation puts the energy above the lowest of the compared OMol25 structures with the same formula, charge and spin at 1.721 eV. The value obtained for the strongest force on any atom is 5.97 eV/A. The HOMO energy comes out at -2.7 eV. As for the spin multiplicity: 1.

Geometry as XYZ:
```
7
Properties=species:S:1:pos:R:3:lowdin_charge:R:1
O 3.436 0.105 -0.231 0.0776
O 3.563 -1.901 -1.160 0.1362
C 0.434 -1.200 -0.501 -1.2338
S 1.330 -1.606 0.802 0.4220
S -0.362 0.216 -0.507 0.4986
C 3.271 -0.999 -0.554 -0.7529
H -0.317 0.991 0.672 -0.1477
```


(5)
Molecular formula: C8H9Br2OP
Method: DFT, wB97M-V/def2-TZVPD

As for the SMILES: C[C@H](c1ccccc1)P(=O)(Br)Br. The calculation puts the orbital gap at 0.29125 hartree. As for the charge: 0. The calculation puts the energy above the lowest of the compared OMol25 structures with the same formula, charge and spin at 0.000 eV. The value obtained for the strongest force on any atom is 4.10 eV/A. The HOMO energy comes out at -9.0 eV. As for the spin multiplicity: 1.

Geometry as XYZ:
```
21
Properties=species:S:1:pos:R:3:lowdin_charge:R:1
C 0.984 -2.135 0.553 -0.1571
H 1.734 -2.247 -0.303 0.0387
H -3.422 2.039 -1.301 0.1280
C -1.866 1.884 0.367 -0.0702
H 1.430 -2.674 1.369 0.0673
C 0.720 -0.693 0.858 -0.2590
Br 4.130 -1.327 0.226 0.3064
C -1.047 -0.389 -0.909 -0.0264
C -2.628 1.437 -0.767 -0.0247
O 2.378 0.390 -1.618 -0.4483
H -2.547 -0.221 -2.134 0.0929
P 2.503 0.227 -0.172 0.0522
H 0.773 -0.327 1.858 0.1006
H -0.707 -1.236 -1.381 0.0935
C -0.827 1.204 0.853 -0.0617
H 0.083 -2.653 0.234 0.0815
C -2.103 0.314 -1.357 -0.1068
C -0.406 0.007 0.280 -0.2683
Br 3.325 2.059 0.836 0.2787
H -2.250 2.667 0.911 0.0796
H -0.258 1.674 1.599 0.1031
```


- Among the records above, which one has the highest charge?
  C15H19BBr2F4N3O